# C9H9CdNO4

A structure of composition C9H9CdNO4 in a non-equilibrium geometry (ωB97M-V/def2-TZVPD, OMol25).

Computed properties:
Molecular weight = 307.59 g mol⁻¹
LUMO = -9.335 eV
ΔE to the lowest compared entry with this formula, charge and spin = 37.16 kcal/mol
HOMO = -15.1 eV
Total charge = +2

```
24
Properties=species:S:1:pos:R:3:forces:R:3
Cd -0.079 0.979 -0.331 -0.02 -1.53 -1.06
C -0.050 1.644 2.003 0.08 1.35 5.46
O -0.035 1.897 3.123 -0.05 -0.92 -3.93
C -0.079 3.196 -0.393 -0.01 7.65 -1.33
O -0.080 4.347 -0.514 0.01 -5.20 0.68
C -2.150 1.142 -0.007 -9.39 -0.13 -0.03
O -3.315 1.159 0.049 6.33 -0.02 -0.11
C 1.999 1.140 -0.061 9.41 -0.13 -0.27
O 3.165 1.156 -0.034 -6.35 -0.02 0.04
C -0.081 -0.499 -4.903 -0.01 2.11 -0.70
H 0.851 -1.062 -4.864 -0.21 0.15 0.12
H -1.014 -1.061 -4.841 0.22 0.15 0.12
C -0.085 0.838 -5.221 0.00 -2.21 0.30
H -1.019 1.363 -5.419 0.22 -0.08 0.18
H 0.845 1.362 -5.443 -0.22 -0.08 0.19
C 0.349 -1.726 3.946 0.03 0.12 -0.31
C -0.049 -2.491 2.673 0.19 -0.44 1.34
C -0.030 -1.631 1.565 -0.09 -3.24 3.45
N -0.063 -0.950 0.695 -0.04 3.30 -4.65
H 1.354 -1.333 3.844 0.21 0.03 0.10
H 0.314 -2.389 4.794 -0.01 -0.18 0.25
H -0.332 -0.900 4.113 -0.15 0.11 0.17
H 0.637 -3.299 2.469 0.16 -0.46 -0.02
H -1.054 -2.880 2.757 -0.30 -0.32 0.01
```
Forces are in eV/Å.

***

# C9H9Cl2N

The molecule C9H9Cl2N in a non-equilibrium geometry (ωB97M-V/def2-TZVPD, OMol25).

Computed properties:
<S²> = 2.02
Molecular weight = 202.08 g mol⁻¹
2S+1 = 3
LUMO (spin up / spin down) = 0.681 / -2.667 eV
HOMO (spin up / spin down) = -5.1 / -8.8 eV
Total charge = 0

```
21
Properties=species:S:1:pos:R:3:forces:R:3
C -0.787 -1.561 -1.969 -2.53 -1.85 -1.92
C -1.757 -1.175 -1.142 -0.39 -3.15 -1.06
C 0.311 -0.813 -2.216 2.44 0.87 -0.59
C -1.596 -0.081 -0.269 -0.24 1.79 1.59
C 0.471 0.398 -1.436 -0.74 2.45 2.43
C -0.456 0.745 -0.476 0.11 0.17 -0.60
C 1.464 0.512 1.899 0.37 1.80 0.87
C 0.609 1.227 2.888 -3.47 -1.96 -3.89
C 0.819 1.783 1.505 -1.57 2.29 -1.97
N -0.445 1.940 0.299 3.28 -0.45 3.10
Cl -1.015 0.480 3.027 0.11 0.21 0.65
Cl 1.857 3.296 1.454 -0.79 -1.26 -0.06
H -1.107 -2.329 -2.695 0.72 -0.06 0.63
H -2.488 -1.948 -1.109 -1.29 0.26 0.58
H 1.022 -1.048 -2.976 0.27 -0.14 -0.33
H -2.333 0.216 0.460 -0.07 -0.14 0.02
H 1.249 1.122 -1.582 0.50 -0.03 -0.31
H 2.439 0.585 2.279 1.66 0.05 -0.40
H 1.213 -0.391 1.466 -0.82 -1.68 -0.72
H 0.896 1.678 3.738 1.24 1.43 2.64
H -1.322 2.097 0.852 1.22 -0.61 -0.66
```
Forces are in eV/Å.

***

# C9H9Cl2N3O2

The molecule C9H9Cl2N3O2 in a non-equilibrium geometry (ωB97M-V/def2-TZVPD, OMol25).

Computed properties:
Molecular weight = 262.10 g mol⁻¹
LUMO = -0.409 eV
ΔE to the lowest compared entry with this formula, charge and spin = 0.00 kcal/mol
HOMO = -9.2 eV
Total charge = 0

```
25
Properties=species:S:1:pos:R:3:forces:R:3
O 0.217 1.568 2.489 -0.76 -1.53 -2.88
O -0.921 -1.839 1.582 0.66 -0.04 -0.04
Cl 1.839 -1.854 -4.426 -0.20 0.58 0.71
Cl -1.263 -2.076 -3.768 0.57 0.27 0.71
N 0.277 1.307 1.283 1.07 1.39 1.34
C -1.096 -0.638 1.562 -3.02 -1.80 2.04
C 2.019 -0.468 -2.057 -0.29 0.66 0.44
C 1.525 0.036 -0.855 -1.15 -0.54 0.21
C -0.656 -0.930 -1.372 0.72 -0.02 -0.55
C 1.188 -1.134 -2.954 0.13 -0.68 -0.22
C -0.147 -1.342 -2.613 -0.24 0.11 -0.10
C 0.167 -0.246 -0.469 1.79 -0.13 -2.18
N -0.301 0.175 0.765 -0.52 1.96 2.06
N -2.142 -0.103 2.332 1.19 -0.08 -0.89
C -2.930 1.061 1.984 1.52 0.77 0.06
C -2.693 -0.929 3.417 1.13 -0.68 -1.16
H 3.064 -0.265 -2.257 -0.12 -0.24 -0.34
H 2.193 0.623 -0.213 -0.47 -0.44 -0.18
H -1.683 -1.206 -1.214 -0.19 0.22 0.52
H -2.505 1.592 1.111 -0.07 -0.22 0.56
H -2.910 1.704 2.867 -0.24 0.39 -0.29
H -3.940 0.816 1.733 -0.74 -0.40 -0.09
H -1.885 -1.417 3.972 -0.11 0.44 0.10
H -3.237 -1.747 2.982 -0.58 -0.51 -0.21
H -3.359 -0.362 4.033 -0.07 0.52 0.36
```
Forces are in eV/Å.

***

# C9H9CoF3I2O4RuS

A structure of composition C9H9CoF3I2O4RuS in a non-equilibrium geometry (ωB97M-V/def2-TZVPD, OMol25).

Computed properties:
<S²> = 24.79
Molecular weight = 684.04 g mol⁻¹
2S+1 = 10
LUMO (spin up / spin down) = -14.341 / -18.510 eV
ΔE to the lowest compared entry with this formula, charge and spin = 0.00 kcal/mol
HOMO (spin up / spin down) = -23.1 / -23.7 eV
Total charge = +4

```
30
Properties=species:S:1:pos:R:3:forces:R:3
I 1.043 1.956 3.062 0.46 0.23 0.86
I 1.103 1.533 -0.084 1.34 1.56 0.08
Ru -0.816 0.570 4.433 2.14 0.40 -1.34
Co -0.050 -0.134 -1.355 1.21 1.61 -2.52
S 0.860 -1.732 -2.429 1.28 -1.63 -0.45
C -1.048 -0.920 -0.160 -4.44 -6.20 6.30
C -1.549 -1.165 4.729 -2.50 -7.74 0.23
C 0.750 -0.591 -3.815 -0.16 0.07 -0.72
C 2.048 0.201 -3.855 0.76 -0.27 0.55
C -0.460 0.344 -3.691 0.16 0.04 -0.93
C 0.622 -1.487 -5.039 -0.16 -0.59 -0.16
C -1.941 1.771 5.350 -5.24 6.43 4.14
C -1.748 0.797 2.785 -3.10 0.47 -4.15
O -1.991 -2.228 4.865 1.75 4.75 -0.35
O -1.430 -1.721 0.597 1.62 3.86 -3.37
O -2.621 2.527 5.913 3.02 -3.61 -2.50
O -2.312 0.941 1.783 2.13 -0.46 3.69
H 2.039 0.809 -4.762 0.03 -0.01 -0.04
H 2.896 -0.490 -3.871 0.09 0.31 -0.15
H 2.149 0.857 -2.984 0.13 0.13 -0.10
H -1.212 0.007 -4.412 -0.42 0.05 0.60
H -0.182 1.358 -3.993 -0.11 0.03 0.38
H -0.967 0.374 -2.689 -1.09 0.57 -0.67
H 0.448 -0.869 -5.920 0.07 0.02 -0.07
H -0.225 -2.167 -4.908 0.00 0.03 -0.27
H 1.524 -2.089 -5.170 -0.05 0.11 -0.13
F 1.628 -0.340 5.801 -2.27 1.18 -0.51
C 0.538 0.415 6.114 4.71 -0.60 5.86
F -0.077 -0.170 7.186 0.05 0.98 -2.68
F 0.982 1.642 6.521 -1.39 -1.72 -1.58
```
Forces are in eV/Å.

***

# C9H9F6N2O9S5Ta

A structure of composition C9H9F6N2O9S5Ta (ωB97M-V/def2-TZVPD, OMol25).

Computed properties:
Molecular weight = 744.45 g mol⁻¹
LUMO = -1.412 eV
ΔE to the lowest compared entry with this formula, charge and spin = 0.00 kcal/mol
HOMO = -8.9 eV
Total charge = 0

```
41
Properties=species:S:1:pos:R:3:forces:R:3
Ta 0.431 0.184 -0.849 -0.41 0.44 0.64
O -1.931 0.615 -0.533 0.07 -0.02 -0.10
C -2.403 1.655 0.335 -0.05 0.02 0.06
C -1.401 2.785 0.323 0.00 0.05 -0.03
N -0.069 2.216 0.579 0.12 -0.08 0.00
C 0.036 1.753 1.985 0.05 0.02 -0.06
C -0.359 0.296 2.108 0.05 0.05 -0.11
O -0.891 -0.178 3.067 0.02 -0.01 0.04
O 0.016 -0.380 1.030 0.06 -0.30 0.08
C 1.019 3.159 0.304 -0.03 0.01 -0.03
C 2.292 2.341 0.204 0.10 -0.18 -0.43
O 3.362 2.685 0.595 0.00 0.01 0.05
O 2.063 1.176 -0.441 -0.25 -0.32 0.24
H -2.187 0.816 -1.448 -0.11 -0.06 0.04
H -2.508 1.207 1.322 -0.02 -0.01 -0.01
H -3.388 1.989 0.014 0.01 0.00 -0.03
H -1.657 3.544 1.070 0.01 -0.02 0.01
H -1.382 3.265 -0.656 0.00 0.02 0.01
H -0.548 2.382 2.658 -0.02 -0.02 0.00
H 1.081 1.804 2.298 -0.01 0.02 0.00
H 1.120 3.922 1.076 -0.01 0.00 0.01
H 0.852 3.637 -0.663 -0.02 -0.02 0.00
S 0.739 1.471 -5.329 -0.04 0.00 -0.06
C 0.607 0.959 -3.812 0.11 0.03 0.08
S 1.343 -0.426 -3.074 -0.07 -0.03 -0.05
S -0.330 1.785 -2.550 0.05 0.03 -0.27
F 2.502 -1.062 1.920 0.01 -0.16 -0.01
C 2.171 -2.354 1.893 0.10 0.11 0.07
F 3.254 -3.071 2.155 -0.13 0.04 0.00
F 1.246 -2.594 2.803 0.05 0.02 -0.05
S 1.563 -2.832 0.176 0.20 -0.04 -0.08
O 1.684 -1.593 -0.637 0.03 0.23 0.22
O 2.415 -3.885 -0.245 -0.05 0.06 -0.02
N 0.089 -3.253 0.416 -0.20 -0.18 0.01
S -1.187 -2.732 -0.306 0.13 0.02 0.13
O -0.885 -1.581 -1.183 0.13 0.21 -0.24
O -2.328 -2.645 0.531 0.07 0.03 -0.05
C -1.543 -4.035 -1.556 0.12 -0.01 -0.15
F -2.603 -3.671 -2.268 0.00 0.02 -0.01
F -1.791 -5.183 -0.948 0.01 -0.01 0.03
F -0.493 -4.170 -2.361 -0.09 -0.01 0.07
```
Forces are in eV/Å.

***

# C9H9FNO2

The ion C9H9FNO2 with charge +1 in a non-equilibrium geometry (ωB97M-V/def2-TZVPD, OMol25).

Computed properties:
<S²> = 2.01
Molecular weight = 182.17 g mol⁻¹
2S+1 = 3
LUMO (spin up / spin down) = -4.273 / -7.541 eV
HOMO (spin up / spin down) = -11.8 / -13.5 eV
Total charge = +1

```
22
Properties=species:S:1:pos:R:3:forces:R:3
C -1.247 -0.492 -1.558 0.50 -2.16 0.53
C -0.771 -2.726 -0.718 -1.20 0.68 -0.04
C -2.339 -1.045 -2.192 -0.41 2.19 -0.44
C -1.960 -3.237 -1.179 -0.06 4.64 -1.94
C -0.422 -1.356 -0.781 -0.52 -0.59 -0.20
C -2.748 -2.339 -1.928 -0.24 0.05 -0.05
C -0.405 2.285 1.024 -2.17 5.38 2.27
C 0.803 -1.101 -0.053 0.11 1.19 -1.09
C 2.290 0.817 0.956 0.11 4.89 0.40
N 1.082 0.474 0.326 -0.16 0.59 0.58
O 1.719 -1.765 0.250 0.01 -0.27 0.36
O -0.021 1.170 0.548 -0.85 -7.13 -3.52
F -3.951 -2.633 -2.422 0.51 -0.69 0.30
H -1.063 0.517 -1.764 0.58 1.30 0.09
H -0.224 -3.441 -0.198 1.49 -0.68 1.00
H -2.919 -0.302 -2.825 0.41 -1.59 0.79
H -2.259 -4.178 -1.043 -0.97 -3.58 0.59
H -1.491 2.511 1.006 1.02 -0.68 -0.13
H 0.271 2.988 1.374 1.25 1.24 0.56
H 2.834 1.754 0.369 -1.43 -2.12 1.13
H 2.055 1.297 2.011 0.82 -1.50 -1.84
H 2.908 -0.014 0.814 1.20 -1.18 0.65
```
Forces are in eV/Å.